{"formula": "C39H59F10N4O15P", "method": "wB97M-V/def2-TZVPD", "symbols": ["H", "N", "C", "C", "C", "C", "C", "C", "F", "F", "F", "C", "C", "F", "F", "C", "F", "F", "C", "F", "F", "F", "C", "N", "C", "N", "C", "P", "O", "O", "O", "C", "N", "C", "H", "H", "H", "H", "H", "H", "H", "H", "H", "H", "C", "C", "O", "C", "C", "O", "H", "H", "H", "H", "H", "H", "H", "H", "C", "C", "O", "C", "C", "O", "H", "H", "H", "H", "H", "H", "H", "H", "C", "C", "O", "C", "C", "O", "H", "H", "H", "H", "H", "H", "H", "H", "C", "C", "O", "C", "C", "O", "H", "H", "H", "H", "H", "H", "H", "H", "C", "C", "O", "C", "C", "O", "H", "H", "H", "H", "H", "H", "H", "H", "C", "C", "O", "C", "C", "O", "H", "H", "H", "H", "H", "H", "H", "H"], "xyz": [[-0.3540, -1.5038, -0.1173], [0.6661, -1.5796, 0.0418], [1.2622, -0.9111, -0.9274], [2.8883, -0.8511, -0.8622], [0.5478, -0.1287, -2.1403], [-0.6828, 0.8124, -1.6525], [-2.1894, 0.3607, -1.7253], [-2.6227, -1.1080, -2.2279], [-1.6203, -2.1010, -2.1289], [-3.6975, -1.6557, -1.4248], [-3.0242, -1.0757, -3.6113], [-3.2959, 1.4385, -1.2821], [-4.8856, 1.1310, -1.3823], [-5.6509, 2.3363, -1.6543], [-5.2100, 0.3560, -2.5682], [-5.5333, 0.5005, -0.0572], [-6.6649, 1.3184, 0.3324], [-6.1179, -0.8076, -0.2550], [-4.6061, 0.4210, 1.2448], [-3.4926, -0.4434, 1.1559], [-5.4406, -0.1520, 2.2794], [-4.2413, 1.7086, 1.7802], [-2.8299, 2.8382, -0.7331], [-3.7965, 3.8738, -0.2349], [-1.2959, 3.2695, -0.6375], [-1.0244, 4.6021, -0.1239], [0.3850, 4.7904, -0.0741], [0.9897, 6.4619, 0.6340], [1.6076, 6.2879, 2.0418], [2.2719, 6.9348, -0.4244], [-0.1835, 7.6860, 0.5466], [1.4834, 3.7829, -0.5080], [1.1851, 2.5068, -1.0502], [-0.2347, 2.2392, -1.1053], [3.3516, -1.8429, -0.5263], [3.2057, 0.0462, -0.2092], [3.2354, -0.5759, -1.9367], [1.3769, 0.5357, -2.6113], [0.2321, -0.8233, -3.0149], [-3.5718, 4.7898, -0.6773], [-3.5741, 3.9862, 0.7670], [3.1163, 6.9742, 0.0840], [-0.7957, 7.5048, 1.3003], [2.5874, 4.0765, -0.3881], [0.0371, 3.1378, 3.9062], [0.1764, 1.9303, 3.0018], [1.5147, 1.8177, 2.4964], [2.5407, 1.2524, 3.1575], [2.3767, 0.9223, 4.6151], [3.6024, 1.0789, 2.6000], [0.6839, 3.0663, 4.7824], [-0.9956, 3.2457, 4.2472], [0.3284, 4.0478, 3.3739], [-0.1379, 1.0013, 3.4841], [-0.4702, 2.0600, 2.1301], [2.8051, 1.7275, 5.2134], [2.9113, -0.0083, 4.8200], [1.3448, 0.7536, 4.9180], [-1.3434, -7.4729, -0.4059], [-1.8636, -6.9215, 0.9054], [-1.3670, -5.5945, 1.1414], [-1.9067, -4.4742, 0.6266], [-2.9412, -4.5950, -0.4573], [-1.5087, -3.3874, 0.9865], [-1.6713, -6.8735, -1.2573], [-1.6854, -8.4995, -0.5548], [-0.2507, -7.4618, -0.4156], [-2.9545, -6.9465, 0.9709], [-1.4903, -7.5385, 1.7260], [-2.4584, -4.4687, -1.4268], [-3.6834, -3.8067, -0.3148], [-3.4895, -5.5355, -0.4438], [3.5204, -7.3487, 2.2938], [2.1165, -7.5787, 2.8157], [1.3120, -8.2694, 1.8467], [1.3051, -9.6037, 1.6691], [2.3647, -10.4360, 2.3361], [0.4961, -10.1121, 0.9243], [4.0363, -8.2883, 2.0892], [4.1117, -6.7808, 3.0159], [3.4897, -6.7950, 1.3517], [2.1032, -8.1007, 3.7759], [1.6334, -6.6131, 2.9822], [3.1667, -10.6305, 1.6229], [1.9153, -11.3825, 2.6461], [2.7798, -9.9868, 3.2365], [5.6906, 5.6032, -3.7100], [6.0519, 4.2500, -3.1309], [4.8777, 3.5368, -2.7143], [4.0930, 2.8117, -3.5349], [4.2846, 2.9288, -5.0215], [3.2016, 2.1318, -3.0787], [5.0640, 5.5101, -4.5984], [6.5912, 6.1597, -3.9801], [5.1207, 6.1881, -2.9831], [6.6528, 3.6451, -3.8145], [6.6571, 4.3944, -2.2329], [3.5592, 3.6394, -5.4197], [4.1159, 1.9464, -5.4692], [5.2883, 3.2297, -5.3169], [0.7088, -4.5876, -6.9834], [0.1872, -4.0393, -5.6703], [0.6897, -2.7164, -5.4274], [0.1568, -1.5913, -5.9394], [-0.8752, -1.7009, -7.0272], [0.5578, -0.5079, -5.5743], [0.3864, -3.9826, -7.8324], [0.3617, -5.6119, -7.1383], [1.8020, -4.5821, -6.9903], [-0.9037, -4.0588, -5.6083], [0.5545, -4.6615, -4.8510], [-0.3884, -1.5723, -7.9948], [-1.6138, -0.9088, -6.8825], [-1.4287, -2.6382, -7.0203], [-1.6383, 5.7194, 7.3411], [-1.5462, 6.8517, 6.3381], [-1.9489, 6.4165, 5.0303], [-3.2237, 6.3425, 4.6063], [-4.3364, 6.4817, 5.6076], [-3.4645, 6.0964, 3.4438], [-2.6609, 5.3536, 7.4473], [-1.2847, 6.0442, 8.3225], [-1.0330, 4.8703, 7.0127], [-2.1112, 7.7352, 6.6458], [-0.5041, 7.1668, 6.2484], [-4.6757, 5.4884, 5.9040], [-5.1600, 7.0221, 5.1348], [-4.0664, 7.0532, 6.4938]], "smiles": "[H]/N=C(/C)Cc1c(C(F)(F)F)c(C(F)(F)C(F)(F)C(F)(F)F)c(N)c2nc(P(=O)(O)O)cnc12.CCOC(C)=O.CCOC(C)=O.CCOC(C)=O.CCOC(C)=O.CCOC(C)=O.CCOC(C)=O", "e_tot_ev": -114530.31650, "total_charge": 0}